{
  "formula": "C17H19F7N4O7RuSe",
  "method": "wB97M-V/def2-TZVPD",
  "symbols": ["Ru", "C", "N", "C", "C", "C", "N", "C", "C", "F", "C", "F", "C", "C", "F", "C", "F", "H", "H", "H", "H", "H", "H", "H", "H", "H", "H", "H", "N", "C", "N", "C", "C", "O", "C", "C", "H", "H", "H", "H", "H", "H", "H", "H", "O", "Se", "O", "O", "O", "F", "C", "F", "F", "C", "O", "O"],
  "xyz": [[1.265, -0.913, -0.323], [2.564, 0.864, -1.537], [1.800, -0.308, -2.140], [2.668, -1.188, -2.932], [0.502, -0.070, -2.805], [-0.427, -1.278, -2.574], [-0.336, -1.737, -1.180], [-1.430, -2.129, -0.489], [-1.364, -2.170, 0.921], [-0.196, -1.833, 1.524], [-2.421, -2.541, 1.716], [-2.264, -2.516, 3.050], [-3.636, -2.924, 1.177], [-3.717, -2.930, -0.201], [-4.860, -3.326, -0.790], [-2.665, -2.558, -1.012], [-2.835, -2.672, -2.349], [1.946, 1.753, -1.694], [3.524, 0.962, -2.061], [2.099, 2.260, 0.628], [2.907, -0.684, -3.873], [2.170, -2.134, -3.132], [3.577, -1.393, -2.376], [0.651, 0.086, -3.879], [0.081, 0.838, -2.377], [-0.170, -2.090, -3.263], [-1.438, -0.955, -2.824], [-4.469, -3.213, 1.798], [-0.026, 0.623, 0.091], [-0.724, 1.415, 0.553], [-1.627, 2.180, 1.107], [-1.697, 3.635, 0.872], [-1.182, 4.364, 2.096], [-1.892, 3.943, 3.269], [-1.661, 2.574, 3.515], [-2.210, 1.729, 2.377], [-2.750, 3.876, 0.700], [-1.109, 3.878, -0.011], [-1.336, 5.434, 1.988], [-0.112, 4.179, 2.210], [-2.163, 2.318, 4.449], [-0.585, 2.383, 3.624], [-3.294, 1.857, 2.311], [-1.987, 0.671, 2.520], [0.812, 5.461, 0.147], [1.597, 4.217, -0.562], [0.504, 3.363, -1.467], [2.714, 0.519, -0.202], [1.728, 3.121, 0.904], [3.014, -5.278, -0.394], [3.703, -4.339, 0.282], [4.136, -4.897, 1.414], [4.785, -4.031, -0.457], [2.820, -3.092, 0.542], [2.491, -2.518, -0.558], [2.524, -2.783, 1.675]],
  "mulliken_charge": [0.2362, 0.1024, 0.4491, -1.2493, -0.8883, -0.6384, 0.2044, 0.1105, 0.6247, -0.3108, 0.1335, -0.3390, -0.7166, 0.2224, -0.3313, 0.0960, -0.3455, 0.0521, 0.3868, 0.3876, 0.3418, 0.3338, 0.4426, 0.5488, 0.1584, 0.4018, 0.5034, 0.5010, -0.0060, 0.4377, -0.1056, -0.6587, -0.3470, -0.4281, -0.6119, -0.4008, 0.2517, 0.3981, 0.3611, 0.2951, 0.3777, 0.3320, 0.2833, 0.1849, -0.7303, 0.7499, -0.7466, -0.8222, -0.6165, -0.2605, 0.9133, -0.2552, -0.2652, 0.3587, -0.5285, -0.5784],
  "multiplicity": 2,
  "orbital_gap_ev": [7.893, 7.278],
  "e_homo_ha": [-0.19617, -0.20033],
  "de_lowest_kcal_mol": 0.0,
  "total_charge": -1,
  "e_lumo_ev": [2.554, 1.826],
  "s2": 0.7558
}

{
  "formula": "C17H19N4O8",
  "method": "wB97M-V/def2-TZVPD",
  "symbols": ["C", "C", "O", "C", "O", "C", "C", "O", "O", "C", "C", "C", "C", "C", "C", "C", "N", "O", "O", "C", "C", "C", "N", "C", "N", "O", "N", "O", "C", "H", "H", "H", "H", "H", "H", "H", "H", "H", "H", "H", "H", "H", "H", "H", "H", "H", "H", "H"],
  "xyz": [[3.274, 2.042, -1.633], [2.935, 0.594, -1.452], [1.544, 0.604, -1.071], [1.076, -0.651, -1.017], [1.802, -1.606, -1.244], [-0.301, -0.756, -0.467], [-1.100, 0.446, -0.987], [-0.802, 1.613, -0.788], [-2.196, 0.094, -1.670], [-3.139, 1.087, -2.197], [-3.613, 2.051, -1.149], [-1.035, -2.123, -0.991], [-1.212, -3.015, 0.199], [-0.389, -2.913, -2.117], [0.134, -0.211, 1.054], [-0.532, 0.936, 1.677], [-1.962, 0.892, 1.625], [-2.647, 1.736, 2.226], [-2.497, -0.061, 0.976], [-0.047, 1.762, 2.721], [1.244, 1.485, 3.264], [1.922, 2.234, 4.269], [2.499, 2.902, 5.023], [1.979, 0.403, 2.690], [3.144, -0.123, 3.203], [3.265, -1.348, 2.505], [2.198, -1.573, 1.629], [2.006, -2.680, 1.152], [1.399, -0.414, 1.690], [4.362, 2.149, -1.638], [2.879, 2.411, -2.592], [2.850, 2.643, -0.818], [3.058, 0.023, -2.386], [3.526, 0.116, -0.651], [-2.613, 1.587, -3.021], [-3.949, 0.449, -2.570], [-4.468, 2.601, -1.543], [-3.926, 1.521, -0.240], [-2.806, 2.760, -0.914], [-2.013, -1.812, -1.369], [-1.803, -2.521, 0.975], [-1.743, -3.932, -0.083], [-0.230, -3.298, 0.605], [-0.326, -2.315, -3.039], [0.617, -3.242, -1.845], [-1.038, -3.792, -2.293], [-0.589, -1.192, 1.059], [-0.740, 2.437, 3.244]],
  "mulliken_charge": [-1.2853, -0.2238, -0.2266, -0.8301, -0.6024, 3.4120, -0.5589, -0.5024, -0.3803, -0.2886, -1.0174, 0.6036, -1.7230, -1.6717, 1.0290, -0.4449, 1.2037, -0.8072, -0.6235, -1.1898, 0.0359, -0.0796, -0.6295, 1.2117, -0.6884, -0.2767, 0.8046, -0.7349, -0.6193, 0.3971, 0.2974, 0.3241, 0.3288, 0.2875, 0.2643, 0.3339, 0.4452, 0.2191, 0.2461, 0.2071, 0.4396, 0.4875, 0.2509, 0.3184, 0.2961, 0.4738, 0.0108, 0.4761],
  "multiplicity": 1,
  "orbital_gap_ev": 6.754,
  "e_homo_ha": -0.15178,
  "de_lowest_kcal_mol": 13.0,
  "total_charge": -1,
  "e_lumo_ev": 2.624,
  "smiles": "CCOC(=O)C(C(=O)OCC)(C(C)C)[C@@H]1C(=[N+]([O-])[O-])C=C(C#N)c2no[n+]([O-])c21"
}

{
  "formula": "C17H19N5O3",
  "method": "wB97M-V/def2-TZVPD",
  "symbols": ["C", "C", "C", "C", "C", "C", "C", "C", "C", "C", "C", "C", "C", "C", "C", "C", "C", "H", "H", "H", "H", "H", "H", "H", "H", "H", "H", "H", "H", "H", "H", "H", "H", "H", "H", "H", "N", "N", "N", "N", "N", "O", "O", "O"],
  "xyz": [[-2.445, -2.338, -0.268], [-1.055, -2.128, -0.354], [-3.210, -1.242, 0.391], [-2.889, 0.093, -0.124], [-3.092, 0.436, -1.363], [-2.125, 1.242, 0.418], [-2.068, 2.189, -0.630], [-1.417, 1.574, 1.521], [-1.670, 3.558, -0.517], [-0.711, 2.800, 1.620], [-0.838, 3.802, 0.671], [1.079, -1.309, 0.147], [1.932, -1.040, 1.307], [1.291, 0.078, -0.337], [2.707, 0.309, -0.562], [3.162, -0.004, -1.823], [4.876, 0.460, -0.429], [-3.819, -4.086, 0.317], [-2.493, -3.513, 1.252], [-2.816, -2.163, -1.307], [-4.295, -1.497, 0.181], [-3.176, -1.267, 1.642], [-3.778, -0.080, -2.041], [-2.277, 1.755, -2.795], [-1.498, 0.882, 2.377], [-1.765, 4.287, -1.231], [-0.095, 3.029, 2.481], [0.026, 4.577, 0.485], [-0.993, -0.908, 1.151], [1.321, -1.901, -0.776], [0.716, 0.445, -1.226], [1.091, 0.862, 0.430], [2.551, -0.129, -2.851], [5.773, 0.868, -0.054], [5.052, -0.136, -2.684], [2.375, 0.534, 2.761], [-2.852, -3.561, 0.447], [-2.810, 1.694, -1.619], [-0.278, -1.648, 0.584], [3.816, 0.577, 0.275], [4.542, 0.055, -1.745], [-0.592, -2.369, -1.463], [2.777, -1.961, 1.653], [1.567, 0.300, 2.097]],
  "mulliken_charge": [0.8216, 0.3321, -1.4233, 0.3800, -0.5724, 1.1077, -0.4230, 0.0660, -0.9519, -0.8651, -0.3385, 0.3043, 0.0466, 0.0217, 0.0793, -0.5351, -0.4477, 0.2733, 0.1325, 0.3855, 0.3277, 0.1679, 0.4538, 0.3808, 0.3233, 0.5357, 0.3826, 0.2383, -0.0566, 0.4369, 0.6063, -0.1174, 0.2867, 0.4457, 0.2927, 0.3450, -0.6967, -0.2900, -0.0616, -0.4467, -0.1482, -0.7315, -0.5896, -0.4786],
  "multiplicity": 1,
  "orbital_gap_ev": 8.454,
  "e_homo_ha": -0.29874,
  "de_lowest_kcal_mol": 238.7,
  "e_lumo_ev": 0.325
}

{
  "formula": "C17H19NO",
  "method": "wB97M-V/def2-TZVPD",
  "symbols": ["C", "C", "C", "N", "C", "C", "C", "C", "C", "C", "H", "H", "H", "H", "H", "H", "H", "H", "H", "C", "C", "C", "C", "C", "C", "O", "C", "C", "H", "H", "H", "H", "H", "H", "H", "H", "H", "H"],
  "xyz": [[-2.346, 0.140, -2.501], [-2.812, 0.696, -1.183], [-3.941, 1.474, -1.141], [-4.249, 1.880, 0.146], [-3.210, 1.346, 0.946], [-2.981, 1.587, 2.323], [-1.931, 0.885, 2.857], [-0.954, 0.250, 2.078], [-1.061, 0.216, 0.716], [-2.212, 0.732, 0.102], [-1.394, 0.655, -2.740], [-3.065, 0.231, -3.314], [-2.032, -0.909, -2.422], [-4.618, 1.849, -1.901], [-4.828, 2.657, 0.423], [-3.639, 2.115, 2.976], [-1.746, 0.931, 3.977], [-0.102, -0.056, 2.676], [-0.371, -0.337, 0.071], [1.535, -1.540, -3.432], [1.178, -1.935, -2.029], [2.068, -1.277, -1.008], [2.398, 0.069, -0.799], [3.192, 0.466, 0.268], [3.768, -0.478, 1.143], [4.811, -0.178, 1.967], [3.336, -1.790, 1.000], [2.502, -2.174, 0.014], [1.169, -0.501, -3.615], [1.003, -1.853, -4.343], [2.587, -1.522, -3.617], [0.207, -1.499, -1.827], [1.108, -3.024, -1.848], [2.092, 0.771, -1.564], [3.480, 1.476, 0.449], [4.592, 0.665, 2.382], [3.838, -2.526, 1.613], [1.957, -3.099, 0.023]],
  "mulliken_charge": [-1.1243, 0.7041, -0.7925, -0.1134, -0.3293, -0.8385, -0.2562, -0.4412, 0.0162, 0.4785, 0.2195, 0.3704, 0.2511, 0.4002, 0.2330, 0.3600, 0.2833, 0.3679, 0.2208, -1.3994, 0.3100, 0.0985, -0.1280, -0.5317, 0.4658, -0.5521, -0.6268, -0.4957, 0.2788, 0.3979, 0.3705, -0.2969, 0.4229, 0.3339, 0.3539, 0.3229, 0.3580, 0.3077],
  "multiplicity": 1,
  "orbital_gap_ev": 8.545,
  "e_homo_ha": -0.28430,
  "de_lowest_kcal_mol": 60.9,
  "e_lumo_ev": 0.808,
  "smiles": "Cc1c[nH]c2ccccc12.CCc1ccc(O)cc1"
}